Molecular formula: C54H46GeIN2O2OsPS
Method: DFT, ωB97M-V with the def2-TZVPD basis set

Output
* orbital gap (alpha / beta): 6.9 / 3.5 eV
* ⟨S²⟩: 6.041
* E: -151009.1645 eV
* highest occupied orbital energy (alpha / beta): -0.44618 / -0.44675 Ha
* spin multiplicity: 5
* net charge: +2

The geometry in XYZ format:
```
109
Properties=species:S:1:pos:R:3:lowdin_charge:R:1
Os 4.32632 -0.36982 1.14293 1.2789
C 2.43746 -2.31125 -0.56806 -0.2674
C 3.56653 -3.03397 0.17306 -0.1777
C 3.70169 -4.40737 0.16215 0.0230
C 4.94730 -5.02538 0.32279 0.0659
C 6.03773 -4.17721 0.59235 -0.1455
C 7.44267 -4.52102 0.51221 -0.0032
C 8.47154 -3.66879 0.86043 -0.0394
C 8.16160 -2.39875 1.39889 -0.0760
C 6.85268 -1.98041 1.34114 -0.6166
S 6.50479 -0.31750 1.51693 0.6616
C 5.79230 -2.86284 0.97972 -0.2157
N 4.53074 -2.29894 0.77238 -0.0878
H 1.72690 -3.02076 -0.96806 0.1360
H 3.52653 -1.93018 -2.21004 0.1227
H 0.97425 -0.76195 -0.17763 0.1388
H 2.82796 -4.98474 -0.23841 0.1457
H 5.13499 -6.05430 0.01212 0.1390
H 7.67146 -5.44084 -0.01120 0.1183
H 9.54974 -4.03763 0.76291 0.1479
H 8.82573 -1.70136 1.87028 0.1085
C -0.74684 8.79313 -1.68058 -0.0516
C -1.52646 8.26971 -0.65878 -0.0475
C -1.48237 6.88190 -0.42081 -0.0879
C -0.71422 6.05245 -1.25507 -0.3853
C 0.12439 6.63870 -2.20782 -0.1021
C 0.19282 8.01859 -2.39568 -0.0481
P -0.71237 4.23940 -1.12921 1.2477
C -0.98519 4.11594 0.66921 -0.3556
C -0.18420 4.80393 1.59941 -0.0850
C -0.30122 4.52060 2.97412 -0.0581
C -1.30132 3.65445 3.40582 -0.0418
C -2.18291 3.06644 2.50190 -0.0541
C -1.97210 3.22377 1.14627 -0.0668
C -2.18244 3.61927 -1.89533 -0.4069
C -2.18815 2.35939 -2.55902 -0.0933
C -3.26023 1.94628 -3.34746 -0.0575
C -4.38380 2.77704 -3.47283 -0.0491
C -4.38295 4.02805 -2.88178 -0.0440
C -3.33386 4.38389 -2.01865 -0.0702
H -0.76024 9.88542 -1.92679 0.1336
H -2.15502 8.94558 -0.08208 0.1197
H -2.15185 6.38427 0.35799 0.1375
H 0.74971 6.05599 -2.93072 0.1209
H 0.85083 8.53305 -3.08117 0.1142
H 0.44100 5.60525 1.19256 0.1095
H 0.31124 5.02778 3.77186 0.0966
H -1.41906 3.33475 4.43823 0.1242
H -3.03004 2.44248 2.92701 0.1446
H -2.53157 2.57352 0.42497 0.1185
H -1.30044 1.71681 -2.51205 0.1020
H -3.23644 0.90998 -3.76392 0.1308
H -5.17103 2.41540 -4.13685 0.1227
H -5.19602 4.72110 -3.14764 0.1276
H -3.42103 5.32916 -1.46781 0.1091
O 2.36223 -0.72903 1.37042 -0.3327
C 1.59598 -1.47184 0.47320 -0.3774
O 2.96499 -1.45762 -1.57181 -0.0141
C 0.48588 -2.25386 1.24472 -0.1830
C -0.87644 -1.57830 1.16962 -0.2537
Ge -2.12686 -2.60205 0.10950 1.0039
C -2.19784 -4.09323 1.32074 -0.3050
C -2.90989 -3.87147 2.52594 -0.1091
C -2.61355 -4.57974 3.66434 -0.1000
C -1.64885 -5.57484 3.68952 -0.0656
C -1.06426 -5.91586 2.43683 -0.0634
C -1.35929 -5.17018 1.27943 -0.1345
C -4.02887 -2.16323 -0.14070 -0.2846
C -4.92185 -3.22074 -0.36222 -0.1239
C -6.28261 -3.01304 -0.37789 -0.0710
C -6.84282 -1.70765 -0.19744 -0.0630
C -5.93173 -0.65973 -0.02923 -0.1039
C -4.54014 -0.87080 -0.04438 -0.1213
C -1.63646 -3.02067 -1.76235 -0.2608
C -0.78385 -2.25167 -2.58461 -0.1229
C -0.30350 -2.73472 -3.79473 -0.1000
C -0.67506 -4.01475 -4.20491 -0.0826
C -1.49049 -4.78968 -3.38446 -0.0717
C -2.04017 -4.25300 -2.22071 -0.1258
H 0.81828 -2.39757 2.30073 0.1375
H 0.52167 -3.28002 0.82835 0.0930
H -0.76194 -0.57565 0.78304 0.0504
H -1.36965 -1.47040 2.13475 0.0767
H -3.77721 -3.20405 2.43365 0.1097
H -3.23097 -4.32346 4.54918 0.1188
H -1.37826 -6.13650 4.58936 0.1088
H -0.34557 -6.73458 2.30816 0.1032
H -0.80757 -5.40378 0.38235 0.0920
H -4.59393 -4.25369 -0.41889 0.0975
H -6.96466 -3.87555 -0.48721 0.1148
H -7.92240 -1.47795 -0.12259 0.1126
H -6.29685 0.34208 0.20210 0.0967
H -3.84395 -0.03625 0.13288 0.0834
H -0.32559 -1.33330 -2.17808 0.0878
H 0.35052 -2.10071 -4.40224 0.1060
H -0.28728 -4.41291 -5.13905 0.1068
H -1.79971 -5.80934 -3.64651 0.1150
H -2.77010 -4.86563 -1.65904 0.1061
I 3.41409 4.24492 4.31859 0.9803
C 3.37522 3.45032 2.37205 -0.6802
C 3.26463 4.17752 1.19762 -0.0919
C 3.29365 3.48179 -0.01572 -0.0419
C 3.61787 2.14681 0.01119 -0.0772
N 3.70740 1.50692 1.22381 -0.2115
C 3.53186 2.10605 2.37561 -0.2400
H 3.20693 5.30258 1.21808 0.1383
H 3.25859 3.96394 -0.98824 0.1185
H 3.92686 1.53398 -0.85643 0.1288
H 3.58597 1.46369 3.25956 0.1149
```

---

Molecular formula: C2H5NO2
Method: DFT, ωB97M-V with the def2-TZVPD basis set

Output
* orbital gap: 10.4 eV
* E: -7739.2648 eV
* highest occupied orbital energy: -0.37036 Ha
* net charge: 0
* SMILES: NCC(=O)O

The geometry in XYZ format:
```
10
Properties=species:S:1:pos:R:3:lowdin_charge:R:1
C 0.08439 -0.02887 -0.63474 -0.2160
C -0.22243 0.47605 0.74591 -0.6161
H -0.25309 -2.03048 0.05952 0.0954
H 1.26480 -1.29304 -0.02575 0.1041
H 0.96353 0.46029 -0.89522 0.1032
H -0.84540 0.26684 -1.17998 0.1373
H -0.69488 2.11144 -0.09865 0.2001
N 0.36943 -1.47966 -0.59495 -0.0071
O -0.24478 -0.20791 1.77011 0.0781
O -0.42157 1.72535 0.85375 0.1212
```

---

Molecular formula: C26H52O52S13
Method: DFT, ωB97M-V with the def2-TZVPD basis set

Output
* orbital gap: 10.6 eV
* E: -275110.6743 eV
* highest occupied orbital energy: -0.39325 Ha
* net charge: 0

The geometry in XYZ format:
```
143
Properties=species:S:1:pos:R:3:lowdin_charge:R:1
C -3.98675 3.46993 1.86708 -0.1588
C -5.10924 2.49200 1.51245 -0.2134
O -5.46844 1.94256 2.72126 -0.2063
S -5.54935 3.12674 3.93996 0.7889
O -4.94424 2.52749 5.11048 -0.2583
O -6.83609 3.84876 3.96002 -0.2504
O -4.50519 4.14651 3.05734 -0.2340
H -3.82849 4.16357 1.04129 0.1139
H -2.99551 3.05451 2.04866 0.1209
H -4.77629 1.70078 0.84073 0.1268
H -5.99885 2.94618 1.07607 0.1362
C 3.59650 -2.13071 6.93907 -0.1799
C 4.26529 -2.03357 5.55328 -0.1609
O 5.20435 -3.13562 5.55085 -0.2350
S 5.36121 -3.90915 7.06473 0.7241
O 6.75703 -3.80415 7.44817 -0.2483
O 4.70582 -5.20037 7.02116 -0.2486
O 4.38310 -2.88105 7.88534 -0.1941
H 2.59021 -2.53517 6.82998 0.1233
H 3.46427 -1.16958 7.43588 0.1294
H 4.78169 -1.07508 5.50100 0.1225
H 3.59186 -2.21077 4.71471 0.1236
C 4.90747 3.16801 -0.97370 -0.2007
C 5.77035 4.33319 -0.56272 -0.1035
O 5.35395 4.45223 0.87014 -0.2327
S 3.77467 3.92716 1.12194 0.6965
O 2.88312 4.97029 0.62253 -0.2573
O 3.64703 3.41708 2.45749 -0.2102
O 3.93752 2.73687 0.00835 -0.2262
H 5.41518 2.29163 -1.37657 0.1294
H 4.17416 3.43494 -1.73468 0.0927
H 5.42124 5.25868 -1.02065 0.1281
H 6.75009 3.95811 -0.85854 0.1340
C -0.07722 1.48345 -0.10977 -0.1241
C 0.48746 0.29655 0.77809 -0.0993
O -0.76669 -0.37950 1.13028 -0.2230
S -1.63979 -0.60029 -0.18252 0.7242
O -3.06744 -0.30215 0.06016 -0.2535
O -1.24609 -1.86085 -0.91182 -0.2675
O -0.86269 0.65641 -0.93742 -0.2427
H 0.64878 2.03324 -0.70874 0.1274
H -0.82082 2.05818 0.44236 0.1244
H 0.98152 0.57148 1.70997 0.1290
H 1.21137 -0.26108 0.18387 0.1105
C -3.88011 -3.62483 4.90008 -0.1391
C -3.92048 -4.99947 4.23165 -0.1791
O -3.15913 -4.93983 3.02519 -0.2228
S -2.66902 -3.37634 2.71075 0.7612
O -3.68135 -2.65774 1.88341 -0.2493
O -1.26746 -3.42189 2.19088 -0.2549
O -2.74583 -2.94963 4.28949 -0.2141
H -3.81103 -3.80205 5.97335 0.1347
H -4.73277 -2.98952 4.66035 0.1302
H -4.90575 -5.33667 3.90971 0.1295
H -3.62908 -5.84766 4.85112 0.1281
C 3.71152 -0.50183 -3.15503 -0.2119
C 3.11677 -1.33765 -2.05739 -0.1175
O 3.33732 -2.62724 -2.72778 -0.2236
S 2.97589 -2.57218 -4.31375 0.6748
O 1.53132 -2.77138 -4.52274 -0.2423
O 3.91245 -3.39037 -5.01891 -0.2224
O 3.39234 -1.02596 -4.40491 -0.1788
H 4.76651 -0.77542 -3.13968 0.1349
H 3.53325 0.53789 -2.88061 0.1296
H 2.05109 -1.14369 -1.93575 0.1218
H 3.59677 -1.46706 -1.08735 0.1390
C 1.20024 2.97703 -6.29405 -0.1899
C 2.32845 3.95830 -6.18017 -0.2056
O 1.98401 4.79778 -5.14442 -0.2153
S 1.19693 3.97071 -3.92002 0.8339
O 0.13230 4.84927 -3.33263 -0.2576
O 2.18051 3.25740 -3.00760 -0.3015
O 0.54421 2.95537 -5.05697 -0.2101
H 1.37833 1.95194 -6.61897 0.1318
H 0.49292 3.46575 -6.96409 0.1384
H 2.38118 4.73071 -6.94744 0.1508
H 3.23791 3.50504 -5.78577 0.1325
C -5.12483 -3.52409 -5.24144 -0.1341
C -4.55186 -2.54625 -4.30751 -0.2061
O -5.54296 -1.59422 -4.07812 -0.1898
S -6.58875 -1.34290 -5.31418 0.7333
O -6.18282 -0.21458 -6.19131 -0.2712
O -8.01971 -1.39045 -4.92655 -0.2572
O -6.14628 -2.74030 -5.96030 -0.2130
H -5.70902 -4.24874 -4.67425 0.1302
H -4.31105 -4.14209 -5.62085 0.1416
H -3.77921 -2.01051 -4.85895 0.1175
H -4.23634 -2.99082 -3.36364 0.1316
C -1.68819 -6.61732 0.18725 -0.1625
C -2.73801 -7.58261 -0.39897 -0.2314
O -3.07586 -7.19900 -1.66827 -0.1950
S -2.42869 -5.62897 -2.00243 0.7749
O -3.42659 -4.61997 -1.57225 -0.2595
O -2.06034 -5.59417 -3.39632 -0.2322
O -1.21403 -5.91862 -0.93812 -0.1901
H -0.83404 -7.11034 0.65143 0.1414
H -2.16782 -5.93156 0.88567 0.1013
H -3.63952 -7.36540 0.17391 0.1233
H -2.52438 -8.65137 -0.41394 0.1339
C -3.09636 -1.26162 -7.95829 -0.2180
C -1.99222 -0.85728 -8.89406 -0.1844
O -1.36772 0.17256 -8.17857 -0.2114
S -1.68567 0.41318 -6.58213 0.7981
O -2.66754 1.43664 -6.15334 -0.2363
O -0.42509 0.40263 -5.86764 -0.2334
O -2.48582 -1.12300 -6.69720 -0.2194
H -3.48172 -2.28078 -7.98872 0.1393
H -4.00165 -0.68727 -8.15484 0.1278
H -2.35673 -0.56254 -9.87812 0.1366
H -1.36757 -1.73592 -9.05506 0.1336
C 7.57710 -1.12477 2.94335 -0.1265
C 6.52610 -1.32742 1.79904 -0.2045
O 6.19428 -0.09778 1.25217 -0.2088
S 6.63565 1.07309 2.37005 0.6886
O 5.56806 1.13091 3.35192 -0.2363
O 7.01063 2.34914 1.81930 -0.2178
O 7.92299 0.28552 2.92436 -0.1725
H 8.47177 -1.67481 2.65156 0.1267
H 7.25816 -1.62772 3.85627 0.1244
H 5.55245 -1.61512 2.19570 0.1213
H 6.81222 -1.98926 0.98160 0.1333
C -0.50420 6.34769 -0.00033 -0.1536
C -0.09010 7.49812 1.03353 -0.1516
O -1.23685 7.71920 1.80594 -0.2198
S -2.18458 6.36444 2.05685 0.7841
O -3.60986 6.68965 1.85925 -0.2384
O -1.71020 5.45619 3.09625 -0.2383
O -1.65436 5.73762 0.55087 -0.2400
H 0.27612 5.58667 -0.00719 0.1003
H -0.71174 6.57243 -1.04652 0.1194
H 0.30662 8.47198 0.74660 0.1340
H 0.66987 7.05737 1.67872 0.1162
C -1.63529 0.74114 6.64845 -0.1818
C -1.90689 0.72721 5.21469 -0.1775
O -0.73157 0.28964 4.50117 -0.2017
S 0.55516 0.61836 5.43849 0.7419
O 0.89841 2.06432 5.34514 -0.2406
O 1.57665 -0.40976 5.16583 -0.2549
O -0.34106 0.15671 6.72915 -0.2021
H -2.30024 0.13965 7.26824 0.1423
H -1.57507 1.71591 7.13250 0.1379
H -2.21707 1.73673 4.94496 0.1277
H -2.65103 0.00838 4.87171 0.1365
```